[1]
{"formula": "C16H33N2O2PSiV", "method": "the ωB97M-V functional and the def2-TZVPD basis", "e_homo_ev": [-4.85, -6.31], "largest_force_ev_per_a": 4.22, "relative_energy_kj_mol": 432.7, "spin_multiplicity": 2, "homo_lumo_gap_ev": [4.91, 6.70], "s2": 1.15, "symbols": ["V", "Si", "P", "N", "H", "C", "H", "H", "H", "C", "H", "H", "H", "C", "H", "H", "H", "C", "H", "H", "H", "H", "H", "C", "C", "C", "C", "C", "C", "H", "H", "H", "H", "H", "C", "O", "C", "H", "H", "H", "C", "H", "H", "H", "C", "N", "C", "C", "O", "H", "H", "H", "H", "H", "H", "H"], "coordinates": [[-0.33, -0.24, -0.05], [-1.35, 1.97, -0.52], [-1.83, -0.67, -2.01], [1.20, -0.51, -0.96], [-0.44, 1.38, 0.44], [-1.71, -2.45, -2.31], [-2.17, -2.66, -3.27], [-2.21, -3.00, -1.51], [-0.66, -2.76, -2.33], [-3.61, -0.33, -2.05], [-4.01, -0.75, -2.98], [-3.79, 0.75, -2.04], [-4.12, -0.79, -1.20], [-1.13, 0.06, -3.54], [-1.75, -0.31, -4.37], [-0.09, -0.27, -3.66], [-1.18, 1.15, -3.49], [-2.58, 2.51, 0.83], [-2.18, 2.23, 1.81], [-3.57, 2.05, 0.66], [-2.59, 3.61, 0.75], [-0.15, 2.82, -0.37], [-1.91, 2.34, -1.78], [2.29, -0.23, -1.65], [4.36, -0.95, -2.72], [3.35, -1.19, -1.82], [2.39, 1.06, -2.31], [3.41, 1.28, -3.22], [4.38, 0.28, -3.40], [5.10, -1.73, -2.88], [3.24, -2.11, -1.24], [1.60, 1.81, -2.11], [3.43, 2.23, -3.77], [5.17, 0.45, -4.10], [-2.06, -2.23, 1.66], [-1.21, -2.21, 0.69], [-1.38, -2.08, 2.99], [-1.94, -1.45, 3.66], [-0.36, -1.69, 2.91], [-1.26, -3.05, 3.46], [-3.43, -1.68, 1.44], [-3.96, -2.26, 0.69], [-3.40, -0.63, 1.07], [-3.94, -1.67, 2.40], [1.92, 2.33, 3.31], [2.14, 0.90, 3.40], [2.98, 0.41, 4.48], [1.61, 0.04, 2.52], [0.75, 0.37, 1.63], [2.51, 2.84, 4.08], [0.86, 2.55, 3.46], [2.20, 2.70, 2.32], [2.40, -0.21, 5.19], [3.78, -0.25, 4.10], [3.42, 1.24, 5.03], [1.82, -1.01, 2.68]], "lowdin_charge": [0.49, 0.44, 0.72, -0.06, -0.11, -0.26, 0.04, 0.04, 0.05, -0.25, 0.05, 0.03, 0.03, -0.25, 0.04, 0.05, 0.02, -0.26, 0.02, 0.02, 0.02, -0.04, -0.07, -0.40, -0.11, -0.05, -0.04, -0.10, -0.12, 0.10, 0.10, 0.09, 0.10, 0.08, -0.53, -0.22, -0.07, 0.06, 0.04, 0.07, -0.07, 0.07, 0.06, 0.07, -0.02, -0.17, -0.04, -0.21, -0.16, 0.09, 0.10, 0.10, 0.10, 0.10, 0.09, 0.15]}



[2]
{"formula": "C55H118N8O7", "method": "the ωB97M-V functional and the def2-TZVPD basis", "e_homo_ev": -7.66, "largest_force_ev_per_a": 7.29, "relative_energy_kj_mol": 454.8, "homo_lumo_gap_ev": 8.02, "smiles": "CC1(C)CCCC(C)(C)N1O.CC1(C)CCCC(C)(C)N1O.CC1(C)CCCC(C)(C)N1O.CC1(C)CCCC(C)(C)N1O.CC1(C)CCCC(C)(C)N1O.CC1(C)CCCC(C)(C)N1O.NC(N)=O", "symbols": ["C", "C", "C", "C", "C", "C", "N", "O", "C", "C", "C", "H", "H", "H", "H", "H", "H", "H", "H", "H", "H", "H", "H", "H", "H", "H", "H", "H", "H", "H", "C", "C", "C", "C", "C", "C", "N", "O", "C", "C", "C", "H", "H", "H", "H", "H", "H", "H", "H", "H", "H", "H", "H", "H", "H", "H", "H", "H", "H", "H", "C", "C", "C", "C", "C", "C", "N", "O", "C", "C", "C", "H", "H", "H", "H", "H", "H", "H", "H", "H", "H", "H", "H", "H", "H", "H", "H", "H", "H", "H", "C", "C", "C", "C", "C", "C", "N", "O", "C", "C", "C", "H", "H", "H", "H", "H", "H", "H", "H", "H", "H", "H", "H", "H", "H", "H", "H", "H", "H", "H", "C", "C", "C", "C", "C", "C", "N", "O", "C", "C", "C", "H", "H", "H", "H", "H", "H", "H", "H", "H", "H", "H", "H", "H", "H", "H", "H", "H", "H", "H", "C", "C", "C", "C", "C", "C", "N", "O", "C", "C", "C", "H", "H", "H", "H", "H", "H", "H", "H", "H", "H", "H", "H", "H", "H", "H", "H", "H", "H", "H", "C", "O", "N", "N", "H", "H", "H", "H"], "coordinates": [[-0.30, 4.98, 0.19], [-0.66, 5.77, 1.46], [-0.12, 4.81, 2.55], [-0.07, 5.54, 3.90], [0.95, 6.70, 3.77], [0.50, 7.76, 2.75], [-0.01, 7.12, 1.48], [-0.50, 7.90, 0.46], [-0.58, 8.79, 3.36], [1.78, 8.57, 2.48], [-2.23, 5.95, 1.64], [-0.73, 5.54, -0.63], [-0.69, 3.96, 0.16], [0.77, 4.83, 0.06], [-0.84, 4.03, 2.77], [0.79, 4.28, 2.27], [0.06, 4.79, 4.68], [-1.01, 5.96, 4.28], [1.89, 6.26, 3.43], [1.12, 7.14, 4.75], [-0.83, 9.53, 2.60], [-1.54, 8.34, 3.61], [-0.34, 9.34, 4.27], [2.32, 8.99, 3.33], [2.49, 8.08, 1.81], [1.31, 9.40, 1.97], [-2.59, 6.93, 1.33], [-2.59, 5.71, 2.64], [-2.75, 5.32, 0.93], [0.10, 7.85, -0.29], [-3.17, -3.38, -3.15], [-1.92, -3.18, -3.98], [-0.97, -4.38, -3.61], [-1.36, -5.70, -4.29], [-1.40, -5.42, -5.78], [-2.33, -4.37, -6.25], [-2.18, -3.17, -5.48], [-2.94, -2.06, -5.96], [-2.08, -4.07, -7.79], [-3.77, -4.77, -6.16], [-1.15, -1.95, -3.52], [-3.87, -2.70, -3.64], [-3.08, -2.99, -2.13], [-3.48, -4.42, -3.23], [0.09, -4.16, -3.69], [-1.11, -4.63, -2.56], [-2.20, -6.24, -3.84], [-0.64, -6.52, -4.33], [-1.72, -6.34, -6.27], [-0.39, -5.25, -6.15], [-2.15, -4.95, -8.43], [-2.80, -3.39, -8.23], [-1.12, -3.58, -7.97], [-4.03, -5.23, -5.20], [-4.42, -3.89, -6.19], [-4.06, -5.43, -6.97], [-0.20, -1.79, -4.02], [-0.89, -2.01, -2.47], [-1.75, -1.04, -3.65], [-3.87, -2.28, -5.96], [5.29, 3.18, 3.39], [5.76, 4.43, 2.58], [7.26, 4.68, 2.91], [7.92, 5.82, 2.10], [7.84, 5.41, 0.55], [6.35, 5.07, 0.05], [5.69, 4.10, 1.09], [4.48, 3.61, 0.68], [5.49, 6.34, -0.08], [6.50, 4.36, -1.26], [4.90, 5.64, 3.12], [4.21, 3.28, 3.34], [5.63, 3.13, 4.43], [5.52, 2.19, 3.01], [7.30, 4.98, 3.96], [7.77, 3.74, 2.69], [8.95, 6.09, 2.32], [7.23, 6.65, 2.30], [8.48, 4.56, 0.31], [8.10, 6.31, -0.01], [4.45, 6.06, 0.11], [5.78, 7.16, 0.58], [5.64, 6.80, -1.06], [5.51, 4.03, -1.57], [6.82, 5.02, -2.07], [7.26, 3.58, -1.28], [5.22, 6.50, 2.54], [4.98, 5.87, 4.18], [3.85, 5.52, 2.84], [4.76, 2.72, 0.48], [-7.33, -1.91, 5.26], [-7.39, -2.16, 3.67], [-6.53, -1.05, 2.88], [-6.24, -1.51, 1.44], [-5.57, -2.88, 1.38], [-6.47, -3.98, 2.03], [-6.86, -3.57, 3.45], [-7.77, -4.48, 3.94], [-7.69, -4.25, 1.11], [-5.63, -5.24, 2.18], [-8.92, -2.03, 3.14], [-6.27, -1.76, 5.46], [-7.57, -2.63, 6.04], [-7.92, -1.02, 5.47], [-6.97, -0.09, 3.15], [-5.53, -0.89, 3.29], [-5.45, -0.88, 1.02], [-7.20, -1.44, 0.93], [-4.51, -2.79, 1.62], [-5.59, -2.97, 0.29], [-8.32, -3.43, 0.75], [-7.32, -4.80, 0.24], [-8.46, -4.93, 1.47], [-4.82, -4.99, 2.86], [-6.21, -6.10, 2.51], [-5.21, -5.49, 1.21], [-9.53, -2.83, 3.56], [-9.13, -2.18, 2.08], [-9.36, -1.12, 3.53], [-7.38, -4.76, 4.77], [2.93, -2.13, -2.24], [3.35, -3.59, -2.07], [2.28, -4.32, -1.18], [2.43, -5.78, -1.08], [2.57, -6.45, -2.45], [3.75, -5.83, -3.31], [3.57, -4.36, -3.39], [4.54, -3.74, -4.12], [5.24, -6.19, -3.00], [3.52, -6.36, -4.75], [4.64, -3.49, -1.19], [2.05, -2.12, -2.88], [3.66, -1.48, -2.72], [2.63, -1.69, -1.29], [2.25, -3.89, -0.18], [1.30, -4.26, -1.67], [1.57, -6.22, -0.57], [3.27, -5.97, -0.41], [1.58, -6.25, -2.87], [2.62, -7.52, -2.26], [5.58, -5.83, -2.03], [5.42, -7.26, -2.87], [5.95, -5.86, -3.75], [4.13, -5.76, -5.43], [3.72, -7.42, -4.89], [2.46, -6.31, -5.00], [5.55, -3.61, -1.78], [4.68, -4.22, -0.38], [4.69, -2.53, -0.68], [4.13, -3.56, -4.97], [1.91, 1.37, 1.71], [1.23, 0.07, 2.05], [0.48, 0.31, 3.37], [-0.69, -0.55, 3.85], [-1.64, -0.76, 2.66], [-0.97, -1.17, 1.31], [0.20, -0.32, 1.05], [0.68, -0.27, -0.33], [-0.48, -2.63, 1.47], [-2.03, -0.96, 0.23], [2.22, -1.09, 2.15], [1.26, 2.19, 1.39], [2.63, 1.29, 0.89], [2.51, 1.84, 2.48], [1.25, 0.04, 4.09], [0.35, 1.38, 3.55], [-1.19, -0.16, 4.74], [-0.21, -1.44, 4.28], [-2.24, 0.13, 2.50], [-2.33, -1.56, 2.89], [0.17, -2.95, 0.66], [0.09, -2.80, 2.39], [-1.33, -3.32, 1.48], [-3.03, -1.33, 0.49], [-2.13, 0.12, 0.11], [-1.74, -1.49, -0.67], [1.99, -1.77, 2.97], [3.22, -0.88, 2.51], [2.28, -1.68, 1.23], [0.28, 0.57, -0.57], [-1.60, 2.50, -2.43], [-0.84, 1.95, -1.76], [-1.24, 3.43, -3.23], [-2.88, 2.23, -2.59], [-0.26, 3.64, -3.09], [-1.91, 4.09, -3.57], [-3.49, 2.87, -3.07], [-3.12, 1.58, -1.86]], "lowdin_charge": [-0.05, -0.45, -0.15, -0.17, -0.13, -0.45, -0.12, -0.01, -0.02, -0.05, -0.01, 0.07, 0.07, 0.08, 0.12, 0.10, 0.10, 0.10, 0.09, 0.12, 0.07, 0.06, 0.07, 0.09, 0.08, 0.07, 0.07, 0.07, 0.07, 0.11, -0.03, -0.46, -0.13, -0.17, -0.16, -0.55, -0.09, -0.01, -0.02, -0.04, -0.03, 0.08, 0.08, 0.07, 0.10, 0.11, 0.11, 0.10, 0.13, 0.13, 0.08, 0.07, 0.08, 0.08, 0.07, 0.09, 0.08, 0.06, 0.08, 0.06, -0.04, -0.45, -0.15, -0.15, -0.10, -0.46, -0.12, -0.04, -0.04, -0.06, -0.03, 0.06, 0.08, 0.08, 0.11, 0.12, 0.10, 0.08, 0.10, 0.11, 0.08, 0.07, 0.08, 0.08, 0.09, 0.08, 0.05, 0.09, 0.06, 0.10, -0.03, -0.38, -0.12, -0.19, -0.14, -0.47, -0.12, -0.04, -0.04, -0.05, -0.03, 0.07, 0.07, 0.07, 0.11, 0.10, 0.10, 0.10, 0.10, 0.12, 0.06, 0.08, 0.08, 0.09, 0.08, 0.08, 0.07, 0.05, 0.07, 0.10, -0.04, -0.41, -0.16, -0.22, -0.10, -0.45, -0.12, -0.02, -0.03, -0.05, -0.04, 0.07, 0.09, 0.06, 0.11, 0.10, 0.12, 0.11, 0.10, 0.12, 0.06, 0.08, 0.08, 0.07, 0.08, 0.07, 0.07, 0.07, 0.07, 0.11, -0.04, -0.49, -0.13, -0.16, -0.13, -0.48, -0.09, -0.01, -0.02, -0.02, -0.03, 0.07, 0.08, 0.08, 0.11, 0.11, 0.11, 0.10, 0.12, 0.11, 0.07, 0.07, 0.08, 0.06, 0.08, 0.06, 0.07, 0.08, 0.07, 0.05, -0.86, 0.10, 0.18, 0.18, 0.13, 0.12, 0.11, 0.11]}



Number 1: energy -67051.893 eV. Number 2: energy -85190.216 eV.